# 1
Density functional theory data (ωB97M-V/def2-TZVPD) for a cluster of 3 separate species, C25H50BrN2O2P in total.

```
81
Properties=species:S:1:pos:R:3:forces:R:3
C 1.937005 0.704901 -1.399310 0.021 -0.020 0.843
O 2.837699 -0.006645 -2.238604 -0.095 0.070 -0.277
C 2.322887 -0.321128 -3.529151 -0.447 0.300 0.401
P 1.316729 1.074582 -4.272776 0.288 0.128 -1.675
N 1.452724 1.174075 -5.840556 -0.338 -0.084 0.497
C 1.630877 -1.724399 -3.515771 0.994 0.022 0.319
Br 0.163359 -1.848072 -4.827699 0.133 -0.081 0.269
N 1.212952 -2.070784 -2.189747 -0.657 -0.403 -0.317
C 0.618748 -3.413285 -2.031276 -0.104 0.188 0.761
C -0.757325 -3.252432 -1.329315 0.778 -0.146 0.887
C -0.596680 -3.374699 0.210261 -0.697 -0.009 -0.597
O -1.713285 -4.230104 -1.697983 0.156 0.293 -0.396
C -2.454914 -3.860519 -2.844433 -1.059 -0.501 0.174
C -3.385316 -2.689923 -2.574012 1.352 -0.776 -0.788
C -3.464178 -1.715843 -3.539693 -0.048 0.201 -0.268
C -4.257889 -0.612084 -3.314206 0.609 -0.071 -0.969
C -4.936736 -0.527924 -2.133469 -1.379 1.930 0.185
C -4.896153 -1.495960 -1.176442 0.190 -0.877 0.595
C -4.094931 -2.593804 -1.407685 -0.162 -0.519 0.811
H 1.992708 1.788924 -1.530272 -0.025 -0.074 -0.279
H 2.243345 0.529102 -0.363374 0.059 -0.137 -0.115
H 0.907412 0.344957 -1.477616 0.149 0.032 -0.242
H 3.183503 -0.402954 -4.197128 -0.080 0.172 -0.047
H 1.871200 2.252985 -3.724260 -0.124 -0.424 0.602
H -0.015157 0.931733 -3.831933 0.263 0.171 0.564
H 0.526582 1.084804 -6.248750 0.234 -0.126 -0.310
H 2.372449 -2.444616 -3.882165 -0.293 -0.004 -0.354
H 1.985894 -1.962704 -1.546493 0.081 0.243 -0.233
H 0.570493 -3.996746 -2.952512 -0.139 0.274 -0.098
H 1.257954 -3.967128 -1.335406 0.000 -0.193 -0.273
H -1.078858 -2.221446 -1.515458 -0.311 -0.245 -0.444
H -1.065948 -4.314827 0.508963 0.263 -0.051 0.041
H -1.187384 -2.582344 0.675547 0.307 -0.006 0.236
H 0.444970 -3.361818 0.527671 -0.100 0.194 0.136
H -1.844533 -3.681643 -3.734471 0.187 0.134 0.211
H -3.095319 -4.720328 -3.077547 0.253 -0.082 0.061
H -2.893374 -1.834118 -4.451939 0.002 0.128 -0.023
H -4.282264 0.162590 -4.071354 -0.230 0.122 0.185
H -5.537104 0.360787 -1.953257 -0.005 -0.075 0.000
H -5.454296 -1.444118 -0.250351 -0.058 0.238 -0.078
H -4.013665 -3.389056 -0.673148 0.022 0.061 -0.016
C 3.392267 1.354558 6.025763 0.057 0.135 -0.020
C 3.047285 2.078494 4.727833 -0.078 -0.087 0.067
C 2.683313 1.132571 3.584626 -0.021 0.047 -0.086
C 3.799352 0.180833 3.149185 0.038 -0.026 0.095
C 5.095981 0.859570 2.707601 -0.076 -0.049 -0.118
C 4.918938 1.754869 1.485786 0.106 0.020 0.090
H 4.271009 0.717812 5.912328 -0.021 -0.023 0.011
H 3.609201 2.073915 6.816937 -0.003 -0.044 0.028
H 2.558249 0.732816 6.357865 0.025 -0.036 -0.011
H 3.879006 2.725631 4.436003 -0.009 -0.006 -0.029
H 2.196080 2.739551 4.912249 0.025 0.030 -0.030
H 2.354777 1.727438 2.726536 0.005 -0.014 -0.009
H 1.815614 0.534442 3.882306 0.002 0.012 0.014
H 3.424585 -0.436794 2.325607 0.021 0.001 -0.010
H 4.025343 -0.513287 3.963641 -0.029 0.000 -0.001
H 5.827688 0.082766 2.469786 0.013 0.011 0.040
H 5.523701 1.439417 3.529842 -0.028 -0.018 0.026
H 4.531112 1.180729 0.640949 -0.018 0.037 -0.017
H 5.875106 2.187403 1.187701 -0.035 0.013 -0.057
H 4.233090 2.579807 1.686297 -0.013 -0.009 -0.031
C -2.281653 1.312447 -1.051470 0.239 0.101 0.021
C -1.344047 1.586849 0.120969 -0.054 -0.083 -0.060
C -1.779698 0.898085 1.412888 0.094 0.012 0.077
C -3.137843 1.342106 1.956215 -0.078 -0.012 -0.082
C -3.263219 2.838773 2.237122 0.011 -0.049 0.139
C -2.294287 3.337287 3.305385 -0.048 0.101 -0.105
H -3.285096 1.697011 -0.865484 -0.012 -0.042 -0.014
H -1.908494 1.793872 -1.958766 -0.053 -0.028 -0.031
H -2.355689 0.240192 -1.246326 -0.056 0.000 0.002
H -1.251511 2.665924 0.275168 0.007 -0.007 0.042
H -0.343169 1.228975 -0.138635 -0.073 0.074 0.094
H -1.010684 1.058072 2.174922 -0.016 -0.005 0.014
H -1.811645 -0.183922 1.243917 0.001 0.012 -0.030
H -3.338409 0.789608 2.879860 -0.001 0.018 0.006
H -3.924907 1.047561 1.255172 0.022 -0.020 -0.006
H -4.284663 3.042518 2.569697 -0.004 0.012 -0.047
H -3.122065 3.412122 1.316746 -0.006 -0.026 -0.016
H -2.447026 2.806306 4.247315 0.040 -0.021 -0.007
H -2.447250 4.401421 3.492134 0.033 -0.012 0.042
H -1.254520 3.204266 3.001447 0.004 -0.017 0.029
```
Positions in Å, forces in eV/Å.

## Properties
Spin multiplicity: 1
SMILES string: CO[C@H]([PH2]=N)[C@H](Br)NC[C@H](C)OCc1ccccc1.CCCCCC.CCCCCC
HOMO-LUMO gap: 8.92 eV
Net charge: 0
E_HOMO: -8.39 eV

Mulliken population analysis, charges in e, atoms 1 to 8: -0.951, -0.489, 0.165, 0.312, -0.785, -0.528, -0.117, 0.017


# 2
Density functional theory data (ωB97M-V/def2-TZVPD) for a structure of composition C25H50CaO13S5.

```
94
Properties=species:S:1:pos:R:3:forces:R:3
Ca 1.703576 3.575350 4.003068 -0.790 -0.162 -0.947
C -0.214406 -0.432147 -1.064216 0.482 0.837 0.106
C 0.071648 0.587500 0.024575 1.201 2.228 2.155
O -0.129275 0.236455 1.201548 -0.804 -1.408 0.752
O 0.611393 1.741253 -0.136234 -0.307 -0.761 -1.715
H -0.072598 0.021033 -2.045343 -0.222 -0.272 -0.062
H -1.201999 -0.860302 -0.892615 0.111 0.039 -0.219
H 0.550718 -1.184790 -0.873920 -0.125 -0.248 -0.299
C -3.384220 6.600805 1.311777 -1.985 -0.185 -0.041
C -2.495733 7.151630 2.405213 0.735 -1.121 0.680
C -2.971589 8.606053 2.775351 -0.533 -1.639 0.547
O -2.361772 6.172057 3.451254 -0.111 1.909 -1.008
H -3.436589 5.513514 1.255681 0.929 0.013 -0.313
H -3.374183 7.099487 0.342604 0.801 -0.163 -0.129
H -4.424021 6.781951 1.583979 -0.334 0.297 0.478
H -1.491782 7.149986 1.980757 0.600 0.425 -0.219
H -3.154989 9.292719 1.948939 0.587 -0.219 -0.283
H -2.416489 9.082190 3.583590 0.060 -0.107 -0.131
H -3.978012 8.354874 3.110179 -0.183 0.475 0.565
C 10.083502 4.666583 3.506047 -1.538 0.181 1.288
C 10.403889 5.535977 2.267034 -0.766 0.695 -0.242
C 9.138674 5.335692 1.413123 -0.574 -0.300 -0.103
S 7.804837 5.865422 2.528499 1.842 -1.278 2.640
O 6.648874 5.025729 2.393690 -0.888 0.167 -0.844
O 7.733397 7.291263 2.677999 -0.310 0.298 -0.741
C 8.665642 5.200189 4.049177 0.232 0.784 -1.147
H 10.674880 4.620568 4.420519 0.803 0.648 -0.485
H 10.060313 3.622677 3.193288 -0.414 -0.011 -0.181
H 11.351070 5.399453 1.745209 -0.172 -0.763 0.040
H 10.378204 6.618572 2.391257 0.275 0.131 0.980
H 8.912290 4.278151 1.277282 0.044 -0.053 -0.201
H 9.019021 5.851114 0.460180 0.337 0.162 0.136
H 7.899634 4.654206 4.599850 0.422 -1.193 -0.592
H 8.779717 6.015487 4.763586 0.631 0.504 -0.491
C -8.205188 -2.719697 -1.867337 0.072 -0.808 -0.139
C -7.426451 -3.931326 -2.527762 -1.404 0.820 -0.133
C -8.451318 -4.631786 -3.415117 -0.462 -0.063 -0.187
S -10.140757 -4.486841 -2.602733 -0.514 -1.209 0.965
O -10.444358 -5.737669 -1.828445 0.347 2.198 -2.087
O -11.148997 -3.880024 -3.513635 2.084 -1.139 1.655
C -9.553440 -3.345299 -1.297220 1.650 0.218 -0.668
H -8.377114 -1.918145 -2.585711 -0.301 -0.303 -0.375
H -7.477137 -2.255781 -1.201882 -0.648 -0.121 0.856
H -7.019035 -4.653220 -1.819964 -0.116 0.310 0.347
H -6.602476 -3.556828 -3.135151 -0.020 -0.019 0.022
H -8.183954 -5.679035 -3.556134 -0.494 -0.002 -0.115
H -8.543067 -4.114241 -4.370019 -0.133 -0.138 -0.026
H -9.227403 -4.027835 -0.512401 -0.393 -0.025 0.088
H -10.396374 -2.742164 -0.959863 0.341 0.290 -0.208
C -4.204335 -5.058487 4.633454 -0.495 -1.418 0.130
C -4.881147 -5.254503 5.995516 0.438 0.172 1.535
C -3.879438 -5.921503 6.970456 0.671 -1.449 -1.729
S -3.004191 -7.185909 5.844313 -2.384 -0.700 0.183
O -3.490518 -8.569950 6.080875 0.802 2.477 -0.458
O -1.609129 -6.879354 5.873523 0.981 -0.098 0.037
C -3.724603 -6.488179 4.264776 0.722 -0.243 0.116
H -3.352273 -4.379246 4.660945 -0.098 0.011 0.039
H -4.941671 -4.730946 3.900541 0.179 0.208 -0.018
H -5.781817 -5.856725 5.876205 0.051 -0.092 0.037
H -5.152342 -4.361506 6.558637 -0.315 0.429 -0.650
H -4.250195 -6.471325 7.835524 -0.247 0.153 -0.206
H -3.068814 -5.250287 7.254119 -0.120 0.034 0.009
H -4.427398 -7.231392 3.888190 -0.728 0.378 0.517
H -2.987023 -6.494827 3.462255 0.553 0.146 0.452
C 5.167471 -4.387467 1.843409 -0.280 0.336 -0.788
C 6.604893 -4.048041 1.327531 -0.295 0.881 0.827
C 6.805121 -2.516364 1.524075 -0.334 0.061 -0.400
S 5.967150 -2.116859 3.122255 -2.372 -1.677 -0.259
O 5.163909 -0.904504 2.968055 1.285 -0.590 0.357
O 6.772214 -2.405573 4.291387 0.489 0.970 -0.634
C 4.774966 -3.603293 3.087043 0.919 0.789 0.074
H 4.959878 -5.455961 1.901160 0.380 -0.031 0.366
H 4.510248 -4.071662 1.033198 -0.107 0.180 -0.079
H 6.604180 -4.322849 0.272745 0.496 0.073 0.102
H 7.419055 -4.515729 1.881153 -0.225 -0.479 -0.111
H 6.347275 -1.934938 0.723804 -0.877 -0.069 0.280
H 7.810607 -2.103801 1.441085 0.325 -0.562 0.814
H 3.764722 -3.195903 3.126333 0.080 0.022 -0.486
H 4.900736 -4.160159 4.015572 0.471 0.173 -0.027
C 1.062838 2.585210 -9.883729 -0.640 0.807 -0.878
C 0.166453 1.992368 -10.980331 -0.180 -2.157 0.312
C -1.305111 1.985738 -10.494081 0.303 0.607 -0.206
S -1.325484 2.022370 -8.653980 0.050 1.196 -1.535
O -1.800904 0.758188 -8.124276 0.453 0.727 -0.142
O -1.995989 3.275100 -8.322066 0.742 -0.971 0.425
C 0.558372 2.110442 -8.539784 -1.956 0.234 -0.396
H 0.966742 3.635658 -10.158329 0.341 0.497 1.274
H 2.112480 2.304846 -9.971813 -0.070 -0.025 -0.284
H 0.521380 0.972493 -11.128648 -0.189 -0.207 -0.370
H 0.225482 2.526599 -11.928606 0.190 -0.047 0.143
H -2.015384 1.219335 -10.804311 0.580 -0.388 -0.117
H -1.685555 2.912126 -10.924375 -0.507 0.211 0.838
H 0.709607 1.031424 -8.508785 0.671 0.111 0.804
H 0.800988 2.754527 -7.694572 0.203 -0.599 0.131
```
Positions in Å, forces in eV/Å.

## Properties
Spin multiplicity: 1
HOMO-LUMO gap: 2.66 eV
Net charge: 0
E_HOMO: -6.70 eV

Mulliken population analysis, charges in e, atoms 1 to 8: 1.260, -0.668, 0.635, -0.736, -0.746, 0.240, 0.245, 0.165